Entry 1:
{
  "formula": "C15H7Br2Cl4O2Zn",
  "method": "the ωB97M-V functional and the def2-TZVPD basis",
  "elements": ["Cl", "C", "C", "Cl", "C", "O", "C", "O", "C", "Cl", "C", "Cl", "Br", "Zn", "Br", "C", "C", "C", "C", "C", "C", "C", "C", "C", "H", "H", "H", "H", "H", "H", "H"],
  "xyz": [[0.44, -4.53, 2.51], [0.68, -2.82, 2.50], [1.11, -2.21, 1.36], [1.71, -3.14, 0.06], [1.37, -0.68, 1.21], [2.60, -0.45, 1.52], [0.66, 0.10, 2.49], [0.56, 1.31, 2.50], [0.39, -0.70, 3.70], [-0.04, 0.21, 5.07], [0.37, -2.07, 3.70], [-0.09, -2.92, 5.11], [2.43, 5.39, -3.90], [1.66, 3.61, -5.03], [0.89, 1.87, -6.22], [0.09, 2.10, -0.53], [1.21, 1.43, -0.15], [0.97, -0.08, -0.12], [-0.49, -0.16, -0.63], [-0.97, 1.16, -0.84], [-2.23, 1.37, -1.40], [-2.99, 0.28, -1.82], [-2.47, -1.02, -1.71], [-1.20, -1.24, -1.14], [-0.06, 3.18, -0.59], [2.17, 1.84, 0.15], [1.61, -0.55, -0.88], [-2.59, 2.40, -1.48], [-3.98, 0.44, -2.24], [-3.05, -1.87, -2.07], [-0.76, -2.23, -1.13]],
  "total_charge": -1,
  "homo_energy_ha": -0.155,
  "lumo_ev": 1.418,
  "mol_weight_da": 586.2,
  "gap_ev": 5.6,
  "largest_force_ev_per_a": 3.14
}

***

Entry 2:
{
  "formula": "C14H23BF12N2O18S4Zr",
  "method": "the ωB97M-V functional and the def2-TZVPD basis",
  "elements": ["Zr", "C", "F", "F", "F", "S", "O", "O", "N", "S", "O", "O", "C", "F", "F", "F", "C", "F", "F", "F", "S", "O", "O", "N", "S", "O", "O", "C", "F", "F", "F", "C", "C", "O", "O", "H", "H", "H", "B", "H", "H", "H", "H", "C", "C", "C", "O", "C", "O", "O", "H", "H", "H", "H", "H", "H", "C", "C", "C", "O", "C", "O", "O", "H", "H", "H", "H", "H", "H", "O", "H", "H", "O", "H", "H"],
  "xyz": [[1.38, 1.42, 2.68], [2.18, 5.19, -1.57], [2.68, 6.08, -2.34], [1.37, 5.68, -0.65], [1.39, 4.39, -2.27], [3.64, 4.10, -0.76], [3.49, 2.74, -1.32], [4.90, 4.67, -1.08], [3.28, 4.03, 1.00], [3.83, 5.50, 1.48], [3.78, 6.55, 0.51], [3.15, 5.91, 2.66], [5.75, 5.39, 2.03], [5.88, 4.26, 2.70], [6.50, 5.24, 0.93], [6.20, 6.39, 2.73], [2.82, -3.44, -0.27], [1.58, -3.96, -0.43], [3.58, -4.38, -0.73], [2.85, -2.33, -0.97], [3.25, -3.26, 1.62], [2.10, -3.60, 2.42], [4.40, -4.15, 1.93], [3.50, -1.45, 1.68], [5.10, -1.55, 1.13], [5.42, -2.42, -0.01], [5.60, -0.15, 1.04], [6.09, -2.22, 2.69], [5.20, -2.41, 3.71], [6.80, -3.29, 2.45], [7.06, -1.29, 3.09], [-2.43, -0.45, -1.34], [-1.54, -0.01, -0.20], [-0.86, 0.97, -0.33], [-1.50, -0.46, 0.97], [-2.80, -1.39, -0.94], [-1.86, -0.77, -2.22], [-3.26, 0.23, -1.53], [-0.42, 3.69, 3.98], [0.61, 3.77, 4.29], [-0.48, 3.65, 2.90], [-0.82, 2.76, 4.34], [-0.94, 4.55, 4.37], [-6.22, 2.65, 2.76], [-7.51, 2.28, 1.88], [-8.26, 0.96, 2.37], [-9.58, 1.38, 2.71], [-9.72, 2.74, 2.41], [-10.70, 3.46, 2.49], [-8.52, 3.20, 2.11], [-5.37, 2.43, 2.12], [-6.33, 2.13, 3.72], [-6.21, 3.73, 2.93], [-7.20, 2.15, 0.85], [-7.71, 0.57, 3.22], [-8.24, 0.14, 1.65], [-0.16, -4.53, -6.82], [0.62, -5.17, -7.87], [0.68, -6.75, -8.02], [0.33, -7.01, -9.32], [-0.06, -5.87, -9.95], [-0.45, -5.75, -11.10], [0.19, -4.80, -9.14], [-1.22, -4.73, -7.01], [-0.15, -3.44, -6.86], [-0.04, -4.84, -5.78], [1.65, -4.82, -7.83], [0.19, -7.37, -7.26], [1.75, -6.96, -8.04], [0.51, -0.46, 5.31], [0.63, -0.08, 6.17], [-0.12, -1.17, 5.44], [-3.38, -2.63, 5.59], [-3.76, -2.80, 4.72], [-4.10, -2.81, 6.20]],
  "total_charge": 0,
  "homo_energy_ha": -0.394,
  "lumo_ev": -8.011,
  "mol_weight_da": 965.6,
  "gap_ev": 2.7,
  "largest_force_ev_per_a": 5.29
}

***

Entry 3:
{
  "formula": "C3H10N",
  "method": "the ωB97M-V functional and the def2-TZVPD basis",
  "elements": ["C", "H", "H", "H", "H", "C", "C", "N", "H", "H", "H", "H", "H", "H"],
  "xyz": [[0.58, 1.08, -1.21], [0.96, -0.36, -0.93], [1.07, 2.02, -0.96], [0.33, 0.99, -2.26], [1.58, 0.45, -1.10], [0.18, -0.37, 0.51], [-0.48, 0.71, -0.29], [-0.63, -1.36, 1.29], [1.10, -0.17, 1.02], [-1.41, 0.36, -0.75], [-0.87, 1.61, 0.23], [-0.34, -1.42, 2.28], [-0.42, -2.28, 0.88], [-1.64, -1.26, 1.27]],
  "total_charge": 1,
  "homo_energy_ha": -0.479,
  "lumo_ev": -3.521,
  "mol_weight_da": 60.1,
  "gap_ev": 9.5,
  "largest_force_ev_per_a": 3.79
}

***

Entry 4:
{
  "formula": "C19H28IrN7O7PS",
  "method": "the ωB97M-V functional and the def2-TZVPD basis",
  "elements": ["Ir", "C", "C", "N", "C", "C", "S", "C", "C", "N", "H", "H", "H", "H", "H", "H", "H", "H", "H", "H", "H", "H", "H", "H", "O", "C", "O", "C", "C", "C", "C", "C", "C", "O", "N", "O", "O", "N", "O", "O", "H", "H", "C", "N", "C", "N", "C", "N", "C", "P", "C", "C", "H", "H", "H", "H", "H", "H", "H", "H", "H", "H", "H", "H"],
  "xyz": [[-0.14, -0.26, -0.32], [-3.03, -0.24, 0.66], [-3.05, 0.29, -0.76], [-1.76, 0.93, -1.09], [-1.58, 2.35, -0.69], [-1.41, 2.55, 0.81], [-0.11, 1.46, 1.49], [-0.94, 0.49, 2.77], [-1.29, -0.92, 2.31], [-1.75, -0.96, 0.90], [-3.88, -0.91, 0.80], [-3.13, 0.55, 1.39], [-3.88, 0.98, -0.90], [-3.18, -0.54, -1.45], [-1.66, 0.92, -2.11], [-2.43, 2.94, -1.03], [-0.69, 2.71, -1.20], [-2.33, 2.41, 1.37], [-1.08, 3.57, 0.98], [-1.80, 1.06, 3.12], [-0.24, 0.42, 3.60], [-2.05, -1.34, 2.97], [-0.40, -1.55, 2.37], [-1.87, -1.93, 0.65], [2.57, -0.03, 2.21], [2.36, -0.44, 1.10], [1.36, -1.20, 0.72], [3.32, -0.09, -0.01], [4.68, -0.18, 0.17], [5.51, 0.12, -0.90], [5.03, 0.57, -2.14], [3.69, 0.71, -2.32], [2.75, 0.35, -1.28], [1.51, 0.40, -1.48], [3.23, 1.26, -3.62], [2.11, 1.73, -3.66], [4.03, 1.25, -4.52], [6.97, -0.01, -0.72], [7.35, -0.37, 0.36], [7.65, 0.24, -1.69], [5.10, -0.48, 1.12], [5.71, 0.82, -2.94], [1.06, -3.99, -3.93], [0.52, -2.76, -4.50], [-0.87, -2.97, -4.89], [-1.69, -3.41, -3.76], [-1.11, -4.63, -3.18], [0.28, -4.44, -2.78], [0.43, -3.57, -1.64], [-0.22, -1.86, -2.05], [0.72, -1.62, -3.65], [-1.87, -2.37, -2.77], [2.10, -3.84, -3.64], [1.02, -4.77, -4.69], [-0.91, -3.74, -5.66], [-1.28, -2.04, -5.29], [-1.15, -5.41, -3.93], [-1.70, -4.94, -2.32], [1.48, -3.48, -1.35], [-0.12, -3.97, -0.78], [1.78, -1.53, -3.40], [0.41, -0.69, -4.13], [-2.35, -1.50, -3.24], [-2.53, -2.73, -1.97]],
  "total_charge": 2,
  "homo_energy_ha": [-0.515, -0.515],
  "lumo_ev": [-6.262, -9.404],
  "mol_weight_da": 721.7,
  "gap_ev": [7.8, 4.6],
  "largest_force_ev_per_a": 1.14,
  "spin_multiplicity": 2
}